No. 1
DFT (ωB97M-V with the def2-TZVPD basis set) results for a structure of composition C23H36N6OPbSSiTe.

```
! wB97M-V def2-TZVPD RIJCOSX def2/J DEFGRID3
* xyz 0 1
Pb 0.208 0.072 -0.940
C 5.284 -0.456 -0.037
N 4.510 -0.284 1.178
C 5.283 -0.068 2.391
C 3.182 0.028 1.061
N 2.614 0.482 0.003
N 2.447 -0.214 2.220
C 1.070 -0.344 2.348
N 0.699 -0.810 3.575
N 0.232 -0.016 1.438
H 6.091 -1.156 0.168
H 5.722 0.481 -0.398
H 4.661 -0.893 -0.813
H 6.113 -0.773 2.410
H 4.703 -0.224 3.296
H 5.692 0.947 2.432
H 3.273 0.618 -0.753
H 2.955 -0.749 2.900
H 1.365 -1.240 4.190
H -0.261 -1.076 3.699
H -0.745 -0.184 1.664
C -2.931 -3.060 -0.439
C -3.411 -2.072 -1.513
C -2.437 -2.114 -2.701
C -4.793 -2.514 -2.009
Si -3.361 -0.331 -0.743
O -1.906 -0.019 -0.128
C -3.784 0.958 -2.071
C -2.842 1.953 -2.355
C -3.056 2.909 -3.342
C -4.232 2.894 -4.078
C -5.192 1.927 -3.808
C -4.969 0.977 -2.819
C -4.638 -0.214 0.641
C -4.209 -0.013 1.955
C -5.108 0.075 3.011
C -6.470 -0.040 2.773
C -6.926 -0.234 1.475
C -6.019 -0.318 0.425
H -2.865 -4.071 -0.857
H -3.623 -3.091 0.409
H -1.941 -2.789 -0.059
H -2.406 -3.123 -3.129
H -1.415 -1.871 -2.396
H -2.733 -1.418 -3.492
H -4.729 -3.532 -2.413
H -5.167 -1.871 -2.810
H -5.528 -2.529 -1.201
H -1.924 1.989 -1.776
H -2.305 3.667 -3.537
H -4.403 3.632 -4.852
H -6.119 1.911 -4.370
H -5.744 0.242 -2.632
H -3.144 0.084 2.145
H -4.747 0.236 4.021
H -7.175 0.027 3.593
H -7.988 -0.320 1.280
H -6.404 -0.460 -0.580
C 1.978 4.048 -0.229
Te 0.137 3.200 0.438
C -1.014 4.805 -0.365
H 1.900 4.287 -1.289
H 2.753 3.299 -0.074
H 2.205 4.944 0.345
H -0.718 5.739 0.106
H -2.061 4.594 -0.147
H -0.871 4.855 -1.443
S 2.594 -3.538 1.234
C 1.622 -2.762 0.185
N 0.956 -2.156 -0.568
*
```

LUMO (eV): 0.071
Gap between HOMO and LUMO (eV): 7.92
Highest occupied orbital energy (eV): -7.85

No. 2
DFT (ωB97M-V with the def2-TZVPD basis set) results for the ion C5H10NO2 with charge -1 in a non-equilibrium geometry.

```
! wB97M-V def2-TZVPD RIJCOSX def2/J DEFGRID3
* xyz -1 1
C 2.030 -1.087 -0.240
C 1.036 -0.995 0.879
N -0.344 -0.706 0.359
C -0.806 0.684 0.332
C -2.336 0.588 0.134
C -0.196 1.438 -0.911
O -0.192 0.872 -2.019
O 0.370 2.527 -0.606
H 2.009 -0.099 -0.741
H 2.025 -1.773 -1.091
H 3.131 -1.158 -0.048
H 0.773 -1.825 1.539
H 1.328 -0.153 1.512
H -0.337 -1.148 -0.553
H -0.468 1.228 1.210
H -2.742 0.203 1.074
H -2.802 1.532 -0.155
H -2.479 -0.129 -0.673
*
```

Relative energy (zero: lowest compared OMol25 entry of this formula, charge and spin) (kJ/mol): 115.71
LUMO (eV): 4.043
SMILES string: CCN[C@H](C)C(=O)[O-]
Gap between HOMO and LUMO (eV): 7.54
Highest occupied orbital energy (eV): -3.49

No. 3
DFT (ωB97M-V with the def2-TZVPD basis set) results for a cluster of 2 separate species, C2H9N2 in total in a non-equilibrium geometry.

```
! wB97M-V def2-TZVPD RIJCOSX def2/J DEFGRID3
* xyz 0 2
N 0.910 -0.740 -1.730
H 0.149 -1.298 -2.211
H 1.526 -1.322 -1.204
H 1.427 -0.080 -2.444
H 0.129 0.165 -0.636
C -0.125 -0.544 1.386
C -1.001 1.558 0.458
N -0.407 0.420 0.355
H -0.557 -1.598 1.141
H -0.431 -0.357 2.365
H 0.925 -0.376 1.680
H -1.133 2.230 -0.530
H -1.414 1.942 1.371
*
```

Relative energy (zero: lowest compared OMol25 entry of this formula, charge and spin) (kJ/mol): 153.43
LUMO (alpha / beta) (eV): 0.672 / 0.664
Gap between HOMO and LUMO (alpha / beta) (eV): 5.07 / 10.28
Highest occupied orbital energy (alpha / beta) (eV): -4.40 / -9.62

No. 4
DFT (ωB97M-V with the def2-TZVPD basis set) results for a cluster of 12 separate species, C40H88N8O12 in total in a non-equilibrium geometry.

```
! wB97M-V def2-TZVPD RIJCOSX def2/J DEFGRID3
* xyz 0 1
C 1.562 6.333 -1.885
N 1.222 6.030 -0.508
C -0.213 5.744 -0.288
C 2.090 5.937 0.540
O 1.823 5.551 1.629
H 1.108 7.254 -2.259
H 1.085 5.585 -2.518
H 2.627 6.262 -2.123
H -0.418 6.048 0.768
H -0.754 6.274 -1.076
H -0.383 4.678 -0.280
H 3.062 6.331 0.243
C -3.590 -0.142 1.839
N -4.016 1.151 2.247
C -3.686 1.471 3.594
C -4.216 2.135 1.253
O -4.355 3.385 1.364
H -4.066 -0.916 2.434
H -2.523 -0.391 1.844
H -3.853 -0.326 0.795
H -3.970 2.494 3.908
H -4.196 0.747 4.283
H -2.568 1.406 3.761
H -4.472 1.728 0.259
C -2.354 -5.407 1.637
N -3.018 -4.797 0.469
C -3.482 -5.659 -0.616
C -3.399 -3.540 0.515
O -4.063 -2.929 -0.326
H -1.282 -5.359 1.479
H -2.655 -6.424 1.749
H -2.533 -4.850 2.559
H -2.853 -5.531 -1.469
H -3.448 -6.691 -0.162
H -4.484 -5.338 -0.827
H -3.125 -3.037 1.507
C 1.540 2.826 -4.513
N 1.077 1.476 -4.848
C 1.561 0.924 -6.075
C 0.333 0.741 -3.971
O 0.015 -0.419 -4.128
H 0.937 3.308 -3.701
H 1.381 3.458 -5.340
H 2.616 2.830 -4.242
H 1.228 1.503 -6.945
H 2.660 0.999 -6.053
H 1.109 -0.099 -6.195
H 0.051 1.186 -3.016
C -3.606 -3.159 -3.942
N -2.939 -2.305 -4.921
C -1.684 -2.719 -5.445
C -3.557 -1.127 -5.224
O -4.601 -0.773 -4.726
H -4.220 -2.473 -3.385
H -2.884 -3.514 -3.239
H -4.034 -4.040 -4.402
H -0.828 -2.654 -4.709
H -1.796 -3.766 -5.841
H -1.458 -2.212 -6.362
H -3.001 -0.557 -5.964
C 0.683 -0.388 4.862
N 0.144 -0.858 3.579
C 0.985 -0.721 2.402
C -0.883 -1.712 3.572
O -1.353 -2.337 2.614
H 0.019 0.397 5.298
H 1.798 0.035 4.718
H 0.698 -1.181 5.590
H 2.006 -1.121 2.673
H 0.519 -1.270 1.552
H 1.222 0.360 2.258
H -1.342 -1.837 4.579
C -1.498 -1.061 -1.410
N -0.512 -0.170 -0.808
C -0.988 1.137 -0.419
C 0.806 -0.544 -0.930
O 1.760 0.149 -0.560
H -1.908 -0.632 -2.308
H -2.356 -1.265 -0.737
H -1.071 -2.038 -1.597
H -0.065 1.810 -0.336
H -1.755 1.453 -1.124
H -1.493 0.982 0.529
H 0.950 -1.572 -1.273
C -4.673 3.266 -2.250
N -3.354 3.037 -2.814
C -3.213 2.147 -3.911
C -2.274 3.781 -2.343
O -1.146 3.653 -2.758
H -4.538 3.635 -1.241
H -5.320 2.389 -2.261
H -5.304 4.006 -2.863
H -3.731 1.229 -3.694
H -3.574 2.539 -4.900
H -2.126 1.894 -4.093
H -2.481 4.412 -1.425
C 1.542 -3.244 -3.277
C 2.934 -2.699 -3.640
C 3.394 -2.303 -2.233
O 2.759 -3.203 -1.226
C 1.848 -4.028 -2.001
H 1.108 -3.946 -4.018
H 0.926 -2.329 -2.997
H 2.960 -1.956 -4.453
H 3.579 -3.511 -3.980
H 3.181 -1.319 -1.896
H 4.436 -2.516 -2.216
H 0.937 -4.284 -1.462
H 2.246 -4.986 -2.264
C 0.923 2.954 3.880
C 0.530 3.892 5.058
C -0.740 4.558 4.489
O -1.298 3.642 3.572
C -0.248 2.992 2.934
H 1.132 1.935 4.187
H 1.812 3.372 3.362
H 1.211 4.695 5.025
H 0.533 3.440 6.091
H -0.443 5.464 3.967
H -1.573 4.751 5.176
H 0.104 3.515 2.021
H -0.488 1.976 2.591
C 5.485 -0.005 1.108
C 4.851 1.345 1.398
C 4.457 1.245 2.875
O 4.945 -0.058 3.377
C 5.997 -0.498 2.500
H 6.325 0.007 0.367
H 4.794 -0.779 0.781
H 3.976 1.600 0.788
H 5.510 2.209 1.387
H 3.430 1.257 3.170
H 4.954 2.026 3.466
H 6.089 -1.541 2.611
H 6.976 -0.037 2.727
C 3.601 -3.951 3.255
C 3.107 -3.694 4.738
C 1.604 -3.937 4.723
O 1.455 -4.886 3.640
C 2.245 -4.345 2.612
H 4.387 -4.749 3.228
H 4.039 -3.083 2.773
H 3.418 -2.722 5.044
H 3.548 -4.447 5.375
H 0.993 -3.050 4.490
H 1.195 -4.366 5.595
H 1.835 -3.519 2.134
H 2.344 -5.129 1.827
*
```

Relative energy (zero: lowest compared OMol25 entry of this formula, charge and spin) (kJ/mol): 455.70
LUMO (eV): 0.578
SMILES string: CN(C)C=O.CN(C)C=O.CN(C)C=O.CN(C)C=O.CN(C)C=O.CN(C)C=O.CN(C)C=O.CN(C)C=O.C1CCOC1.C1CCOC1.C1CCOC1.C1CCOC1
Gap between HOMO and LUMO (eV): 9.56
Highest occupied orbital energy (eV): -8.98

No. 5
DFT (ωB97M-V with the def2-TZVPD basis set) results for a structure of composition C41H43AsNOPPtSSi.

```
! wB97M-V def2-TZVPD RIJCOSX def2/J DEFGRID3
* xyz 0 3
Pt 0.397 -0.576 -0.301
S 2.534 -0.467 -1.004
C 3.184 1.120 -0.551
C 4.567 1.212 -0.372
C 5.157 2.414 -0.019
C 4.373 3.548 0.146
C 3.000 3.470 -0.047
C 2.394 2.266 -0.397
As 0.464 2.095 -0.602
C 0.244 2.148 -2.539
C -1.046 2.361 -3.024
C -1.311 2.290 -4.384
C -0.286 1.993 -5.275
C 1.001 1.785 -4.798
C 1.266 1.862 -3.435
C -0.107 3.916 -0.166
C -0.486 4.145 1.154
C -0.887 5.411 1.559
C -0.924 6.451 0.640
C -0.556 6.224 -0.681
C -0.146 4.959 -1.086
H 5.170 0.321 -0.503
H 6.229 2.466 0.126
H 4.825 4.493 0.420
H 2.394 4.358 0.081
H -1.852 2.588 -2.334
H -2.316 2.464 -4.748
H -0.491 1.922 -6.336
H 1.805 1.557 -5.487
H 2.277 1.706 -3.080
H -0.476 3.327 1.867
H -1.177 5.583 2.588
H -1.242 7.439 0.952
H -0.586 7.034 -1.399
H 0.150 4.794 -2.114
C -3.768 0.586 -1.608
Si -2.723 -0.920 -1.170
C -1.803 -1.481 -2.699
C -3.887 -2.331 -0.736
N -1.637 -0.514 0.145
C -2.086 0.072 1.321
C -3.456 0.291 1.597
C -3.911 0.839 2.783
C -3.015 1.231 3.767
C -1.661 1.060 3.530
C -1.215 0.497 2.347
O 0.142 0.368 2.092
C 1.038 -0.034 3.055
C 2.343 0.398 2.876
C 3.335 -0.050 3.736
C 3.025 -0.917 4.778
C 1.711 -1.334 4.948
C 0.710 -0.901 4.088
H -3.765 0.758 -2.688
H -3.376 1.482 -1.118
H -4.809 0.467 -1.293
H -2.322 -1.117 -3.591
H -1.767 -2.574 -2.753
H -0.776 -1.114 -2.750
H -4.603 -2.485 -1.552
H -4.456 -2.152 0.180
H -3.341 -3.269 -0.602
H -4.180 0.030 0.841
H -4.976 0.973 2.931
H -3.357 1.664 4.697
H -0.931 1.372 4.267
H 2.568 1.065 2.051
H 4.355 0.284 3.590
H 3.799 -1.263 5.451
H 1.456 -2.011 5.755
H -0.313 -1.226 4.224
C -0.719 -3.374 1.359
P 0.538 -3.079 0.064
C 2.072 -3.243 1.039
C 0.474 -4.662 -0.850
C -0.743 -5.076 -1.396
C -0.843 -6.280 -2.076
C 0.280 -7.082 -2.238
C 1.501 -6.666 -1.728
C 1.600 -5.461 -1.042
H -1.719 -3.353 0.927
H -0.665 -2.562 2.084
H -0.546 -4.333 1.849
H 2.123 -4.212 1.540
H 2.080 -2.443 1.782
H 2.946 -3.105 0.403
H -1.621 -4.450 -1.292
H -1.797 -6.590 -2.484
H 0.204 -8.026 -2.763
H 2.383 -7.280 -1.862
H 2.564 -5.149 -0.660
*
```

Relative energy (zero: lowest compared OMol25 entry of this formula, charge and spin) (kJ/mol): 0.00
LUMO (alpha / beta) (eV): 0.638 / -1.554
Gap between HOMO and LUMO (alpha / beta) (eV): 6.49 / 5.30
Highest occupied orbital energy (alpha / beta) (eV): -5.85 / -6.85

No. 6
DFT (ωB97M-V with the def2-TZVPD basis set) results for an isolated molecule of C3H7ClN2OSi in a non-equilibrium geometry.

```
! wB97M-V def2-TZVPD RIJCOSX def2/J DEFGRID3
* xyz 0 1
C 1.770 0.638 0.212
C 0.431 0.617 0.888
C -1.520 -0.892 0.898
N -0.549 -0.132 0.136
N 1.965 0.494 -1.025
O 2.834 0.646 -1.880
Si -0.595 -0.250 -1.585
Cl -1.309 -1.937 -2.307
H 2.652 1.088 0.683
H 0.427 0.316 1.926
H 0.195 1.730 0.771
H -1.629 -0.468 1.896
H -2.510 -0.944 0.410
H -1.092 -1.912 1.089
H -1.069 1.005 -2.113
*
```

Relative energy (zero: lowest compared OMol25 entry of this formula, charge and spin) (kJ/mol): 255.71
LUMO (alpha / beta) (eV): -0.247 / -0.398
Gap between HOMO and LUMO (alpha / beta) (eV): 7.74 / 6.64
Highest occupied orbital energy (alpha / beta) (eV): -7.99 / -7.04

No. 7
DFT (ωB97M-V with the def2-TZVPD basis set) results for a structure of composition C43H48CoN11PS3 in a non-equilibrium geometry.

```
! wB97M-V def2-TZVPD RIJCOSX def2/J DEFGRID3
* xyz 2 2
Co -0.375 0.574 -0.019
N -4.095 -0.890 1.847
C -2.896 -0.442 1.453
S -2.561 -0.455 -0.248
N -2.028 -0.094 2.366
N -0.907 0.490 1.974
C -0.005 0.865 2.850
C -0.030 0.582 4.289
C 1.167 0.298 4.958
C 1.171 0.038 6.315
C -0.020 0.061 7.026
C -1.208 0.357 6.377
C -1.218 0.608 5.018
C 1.000 1.764 2.303
C 1.558 2.780 3.086
C 2.307 3.765 2.479
C 2.490 3.714 1.100
C 1.958 2.646 0.404
N 1.241 1.679 0.979
H -4.799 -1.099 1.161
H -4.373 -0.775 2.808
H 2.095 0.267 4.403
H 2.100 -0.178 6.823
H -0.021 -0.160 8.082
H -2.131 0.398 6.934
H -2.142 0.851 4.520
H 1.347 2.811 4.143
H 2.725 4.568 3.061
H 3.031 4.491 0.585
H 2.103 2.565 -0.667
S -1.116 5.088 3.310
C -1.078 6.652 4.004
C -1.132 7.635 3.066
C -1.205 7.134 1.755
C -1.204 5.761 1.699
C -1.206 4.896 0.547
C -1.229 3.497 0.735
N -1.053 2.624 -0.227
C -0.936 3.067 -1.491
C -1.080 4.435 -1.820
C -1.127 4.805 -3.198
C -1.056 3.871 -4.177
C -0.854 2.492 -3.874
C -0.785 1.496 -4.852
C -0.563 0.175 -4.474
C -0.354 -0.076 -3.103
N -0.421 0.841 -2.165
C -0.719 2.106 -2.521
C -0.537 -0.908 -5.428
C -0.981 -0.910 -6.725
C -0.820 -2.149 -7.371
C -0.252 -3.091 -6.574
S 0.092 -2.484 -5.006
C -1.167 5.352 -0.767
H -1.017 6.752 5.070
H -1.118 8.681 3.309
H -1.264 7.770 0.892
H -1.385 3.101 1.728
H -1.255 5.850 -3.436
H -1.138 4.153 -5.213
H -0.909 1.765 -5.889
H -0.146 -1.090 -2.782
H -1.433 -0.059 -7.203
H -1.118 -2.336 -8.387
H -0.015 -4.110 -6.808
H -1.209 6.407 -0.991
C 4.136 -2.411 -1.288
N 2.992 -3.349 -0.947
C 3.092 -3.697 0.536
N 3.162 -2.543 1.346
C 4.251 -1.676 0.937
N 4.099 -1.276 -0.449
C 2.950 -0.412 -0.645
P 1.292 -1.206 -0.196
C 1.709 -2.698 -1.279
C 1.905 -1.836 1.452
H 4.043 -2.122 -2.340
H 5.077 -2.950 -1.140
H 3.081 -4.212 -1.491
H 4.000 -4.292 0.662
H 2.218 -4.296 0.801
H 5.202 -2.201 1.057
H 4.261 -0.787 1.566
H 2.914 -0.105 -1.693
H 3.107 0.479 -0.040
H 1.771 -2.333 -2.309
H 0.876 -3.406 -1.239
H 1.155 -2.480 1.913
H 2.041 -0.964 2.098
C -1.064 -5.800 -0.696
C -1.914 -4.582 -1.074
C -3.138 -4.462 -0.161
C -2.357 -4.719 -2.532
N -1.047 -3.389 -1.009
N -0.686 -2.913 0.295
H -1.681 -6.691 -0.694
H -0.624 -5.702 0.296
H -0.266 -5.942 -1.421
H -3.841 -5.259 -0.383
H -3.639 -3.508 -0.322
H -2.862 -4.543 0.889
H -2.868 -5.668 -2.668
H -1.496 -4.692 -3.195
H -3.037 -3.917 -2.808
H -1.510 -2.611 -1.476
H -0.549 -3.727 0.892
H -1.450 -2.372 0.708
*
```

Relative energy (zero: lowest compared OMol25 entry of this formula, charge and spin) (kJ/mol): 122.41
LUMO (alpha / beta) (eV): -5.158 / -5.108
Gap between HOMO and LUMO (alpha / beta) (eV): 7.03 / 7.08
Highest occupied orbital energy (alpha / beta) (eV): -12.18 / -12.19